Molecular formula: C7H4MnN2O4
Method: DFT, ωB97M-V/def2-TZVPD

```
! RIJCOSX wB97M-V def2-TZVPD def2/J DEFGRID3
* xyz 3 5
H 2.24 -1.62 2.41
N 0.34 -0.07 0.31
Mn -1.10 0.53 -0.44
O -2.48 2.22 1.51
H 3.38 0.72 1.13
C 2.42 0.16 1.15
C 1.77 -0.98 1.67
H 1.72 1.48 -0.42
H -0.23 -1.81 1.07
C -1.76 1.57 0.84
C -0.14 1.58 -1.44
O -3.58 0.84 -2.11
C -1.56 -3.24 -1.31
O 0.62 2.09 -2.17
O -1.06 -4.03 -2.11
N 1.53 0.66 0.27
C -2.63 1.02 -1.46
C 0.53 -1.12 1.10
*
```

Output
E_HOMO (alpha / beta): -22.9 / -22.9 eV
lowest unoccupied orbital energy (alpha / beta): -0.566 / -0.641 hartree
relative energy (zero: lowest compared OMol25 entry of this formula, charge and spin): 485.51 kJ/mol
HOMO-LUMO gap (alpha / beta): 7.5 / 5.5 eV
strongest force on any atom: 13.84 eV/A
<S²>: 6.068

Atomic partial charges in e from the natural (NBO) method, atoms 1 to 4: 0.333, -0.244, 0.876, -0.163